No. 1
Computed, not measured: a 2-piece molecular cluster, C4H11NO overall, with ωB97M-V/def2-TZVPD.

HOMO energy (alpha / beta) ... -15.3 / -15.3 eV
⟨S²⟩ ... 0.788
Net charge ... +1
Spin multiplicity ... 2

```
17
C4H11NO | the Open Molecules 2025 dataset | ωB97M-V/def2-TZVPD
C -1.37990 -1.20383 0.54230
C -1.86241 -0.04540 1.38568
O -2.92418 -0.00217 2.04544
N -1.02451 0.98424 1.58297
H -1.89545 -2.08817 0.95231
H -0.31396 -1.27993 0.67395
H -1.19096 1.53391 2.41700
H -0.14591 0.96706 1.08300
H -1.63995 -1.01365 -0.51432
C 1.49143 -0.51328 -1.20029
C 1.63532 1.06076 -1.41328
H 0.40967 -0.64482 -1.30323
H 1.95589 -1.17611 -1.91404
H 1.72609 -0.68965 -0.15323
H 1.70291 1.32973 -2.45862
H 2.59687 1.28871 -0.93845
H 0.85903 1.49261 -0.78718
```

Löwdin population analysis, charges in e, atoms 1 to 2: 0.04 -0.39

---

No. 2
Computed, not measured: a 2-piece molecular cluster, C4H11NO2 overall, with ωB97M-V/def2-TZVPD.

SMILES ... CCCC(N)=O.O
HOMO energy ... -10.0 eV

```
18
C4H11NO2 | the Open Molecules 2025 dataset | ωB97M-V/def2-TZVPD
C -1.04576 -3.04888 -0.18780
C 0.33803 -2.46840 -0.55146
C 0.10864 -1.03014 -1.20546
C 0.41177 0.20783 -0.33436
N -0.04342 1.28849 -1.06602
O 1.05962 0.23629 0.69737
H -1.49979 -2.17278 0.30852
H -0.92460 -3.92172 0.43432
H -1.66433 -3.27351 -1.10527
H 1.15511 -2.38516 0.20443
H 0.71459 -3.17846 -1.23636
H 0.72466 -0.86570 -2.11435
H -0.97635 -0.98013 -1.49737
H -0.68470 1.35504 -1.84955
H 0.73310 1.93271 -1.00739
O 0.64367 6.02648 3.88846
H 1.18939 5.97353 3.09762
H -0.23963 6.30450 3.52466
```

Löwdin population analysis, charges in e, atoms 1 to 2: -0.12 -0.24

---

No. 3
Computed, not measured: a 3-piece molecular cluster, C4H11NO2 overall, with ωB97M-V/def2-TZVPD.

SMILES ... C=N/C=C/C.O.O
HOMO energy ... -8.3 eV

```
18
C4H11NO2 | the Open Molecules 2025 dataset | ωB97M-V/def2-TZVPD
C 3.06908 0.57484 1.82349
N 2.43344 1.68407 1.71158
C 1.24403 1.53727 0.89457
C 0.41230 2.58376 0.72536
C -0.61334 2.68476 -0.39486
H 4.14710 0.63070 1.98448
H 2.63438 -0.37414 2.18568
H 1.14457 0.78608 0.10630
H 0.48992 3.40176 1.42371
H -0.61128 1.80564 -1.05187
H -1.54640 2.55815 0.17972
H -0.47016 3.64892 -0.88208
O -3.54821 -0.43623 -2.51475
H -3.65921 -1.35357 -2.25724
H -3.54253 -0.51127 -3.46375
O -0.34529 -6.75386 -0.00452
H -1.18735 -6.62473 -0.44529
H -0.05105 -5.84217 -0.02054
```

Löwdin population analysis, charges in e, atoms 1 to 2: -0.08 -0.02

---

No. 4
Computed, not measured: C4H11NO2 in the gas phase, with ωB97M-V/def2-TZVPD.

SMILES ... C[C@@H](O)[C@@H](N)CO
HOMO energy ... -9.7 eV

```
18
C4H11NO2 | the Open Molecules 2025 dataset | ωB97M-V/def2-TZVPD
C -1.42794 -0.56096 1.50328
C -0.10027 -0.65161 0.77086
O 0.10352 -1.94260 0.10545
C 0.45573 0.48488 -0.12207
N 1.89076 0.46095 -0.16985
C -0.18361 0.60427 -1.42514
O 0.41927 1.68984 -2.03341
H -1.47649 -1.38337 2.17925
H -1.64250 0.38110 1.90946
H -2.34998 -0.73952 0.80464
H 0.42577 -0.87192 1.68585
H 0.94005 -1.94300 -0.44222
H 0.07760 1.23989 0.56880
H 2.31867 1.26680 0.29331
H 2.11036 -0.30613 0.51994
H -1.29430 0.74591 -1.29552
H -0.14746 -0.32518 -2.03433
H -0.11920 1.85066 -2.81829
```

Löwdin population analysis, charges in e, atoms 1 to 2: -0.05 -0.38

---

For the records above, the corresponding relative energy (zero: lowest compared OMol25 entry of this formula, charge and spin) values read 246.4 128.3 338.6 250.3 kJ/mol.
For the records above, the corresponding calculated total energy values read -288.6214 -364.2193 -364.1392 -364.1728 Eh.